1.
{
  "formula": "C18H37GeNO5RuSi3",
  "method": "ωB97M-V/def2-TZVPD",
  "gap_ev": [7.774, 6.106],
  "s_squared": 0.7543,
  "total_charge": 3,
  "e_homo_ev": [-17.528, -17.977],
  "e_lumo_ev": [-9.753, -11.871],
  "total_energy_ha": -4178.39813,
  "multiplicity": 2,
  "relative_energy_ev": 0.0000,
  "symbols": ["Ru", "O", "C", "O", "C", "C", "C", "C", "C", "N", "C", "O", "O", "H", "H", "H", "H", "C", "C", "O", "H", "H", "H", "H", "H", "H", "C", "Si", "C", "C", "Ge", "Si", "C", "C", "C", "Si", "C", "C", "C", "H", "H", "H", "H", "H", "H", "H", "H", "H", "H", "H", "H", "H", "H", "H", "H", "H", "H", "H", "H", "H", "H", "H", "H", "H", "H", "H"],
  "coordinates": [[1.2283, -0.4647, -0.4508], [2.9342, 3.3734, 1.6605], [2.2911, 2.3669, 1.1316], [2.7912, 1.4123, 0.5631], [0.8026, 2.4270, 1.2802], [0.0767, 3.3671, 1.9931], [-1.3048, 3.2097, 2.0740], [-1.9152, 2.1201, 1.4670], [-1.0999, 1.2512, 0.7567], [0.2137, 1.4141, 0.6517], [-1.5497, -0.0053, 0.0885], [-2.4038, -0.7583, 0.4244], [-0.7422, -0.2638, -1.0219], [3.8967, 3.2859, 1.5458], [0.5758, 4.1926, 2.4821], [-1.8996, 3.9279, 2.6226], [-2.9815, 1.9521, 1.5359], [0.1747, -1.1880, 3.6890], [1.2714, -1.1985, 2.6610], [0.7003, -1.4508, 1.3168], [0.6045, -0.9738, 4.6679], [-0.3141, -2.1615, 3.7617], [-0.5697, -0.4204, 3.4720], [2.0075, -1.9821, 2.8319], [1.7789, -0.2394, 2.5705], [-0.1554, -1.8931, 1.3897], [1.8226, 0.6173, -2.8865], [0.5379, -0.2902, -3.9442], [-1.0430, 0.6339, -4.1808], [1.0943, -1.2685, -5.4017], [-0.0696, -1.8258, -1.8727], [2.6972, -2.4081, -0.9721], [2.3359, -3.9163, 0.0490], [4.0009, -1.2597, -0.2702], [3.0005, -2.9113, -2.7384], [-1.8969, -3.8962, -2.0306], [-3.3115, -2.8375, -2.5439], [-1.0590, -4.9485, -3.2848], [-1.8407, -4.4225, -0.2639], [1.8727, 1.6608, -3.2236], [2.8235, 0.1995, -2.9664], [1.5687, 0.8399, -1.8121], [-0.8029, 1.5015, -4.8097], [-1.4810, 1.0121, -3.2591], [-1.7758, 0.0402, -4.7282], [1.1875, -0.5646, -6.2385], [0.3179, -1.9819, -5.6855], [2.0444, -1.7857, -5.2973], [1.9478, -3.7132, 1.0448], [3.2659, -4.4804, 0.1723], [1.6384, -4.5797, -0.4684], [3.7866, -0.8265, 0.7098], [4.3030, -0.4586, -0.9438], [4.8651, -1.9213, -0.1288], [2.1461, -3.4158, -3.1995], [3.8212, -3.6358, -2.7560], [3.3121, -2.0773, -3.3674], [-3.1671, -2.3620, -3.5139], [-3.5656, -2.0981, -1.7844], [-4.1795, -3.5030, -2.6479], [-0.8925, -4.4280, -4.2279], [-1.7358, -5.7852, -3.5020], [-0.1275, -5.3836, -2.9219], [-2.3293, -3.7027, 0.3930], [-0.8324, -4.6510, 0.0846], [-2.4019, -5.3644, -0.1960]],
  "forces_ev_per_angstrom": [[0.3, 0.6, 0.3], [-0.1, 0.0, 0.0], [0.0, -0.2, -0.1], [0.4, 0.2, 0.1], [-0.1, -0.1, -0.1], [0.0, 0.0, 0.1], [0.0, 0.1, 0.0], [0.1, -0.1, -0.1], [0.0, 0.0, 0.0], [0.3, -0.2, 0.1], [-0.2, -0.2, -0.1], [-0.1, 0.1, -0.1], [0.0, 0.2, 0.4], [0.0, 0.0, 0.0], [0.0, 0.0, 0.0], [0.0, 0.0, 0.0], [0.0, 0.0, 0.0], [0.0, 0.0, 0.0], [0.0, 0.1, -0.2], [0.0, 0.0, -0.2], [0.0, 0.0, 0.0], [0.0, 0.0, 0.0], [0.0, 0.0, 0.0], [0.0, 0.0, 0.0], [0.0, 0.0, 0.0], [0.0, 0.0, 0.1], [-0.1, -0.2, -0.1], [0.0, 0.2, 0.1], [0.1, 0.0, 0.0], [0.0, 0.1, 0.1], [-0.1, -0.9, -0.5], [-0.5, -0.1, -0.1], [0.0, 0.0, 0.0], [-0.3, 0.3, 0.0], [0.2, 0.1, 0.0], [0.1, 0.3, 0.0], [0.0, -0.2, 0.0], [-0.1, 0.0, 0.1], [0.0, -0.1, -0.1], [0.0, 0.0, 0.0], [0.0, 0.0, 0.0], [0.0, 0.1, 0.0], [0.0, 0.0, 0.0], [0.0, 0.0, 0.0], [0.0, 0.0, 0.0], [0.0, 0.0, 0.0], [0.0, 0.0, 0.0], [0.0, 0.0, 0.0], [0.0, 0.0, 0.0], [0.0, 0.0, 0.0], [0.0, 0.0, 0.0], [0.1, 0.0, 0.0], [0.0, 0.0, 0.0], [0.0, -0.1, 0.0], [0.0, 0.0, 0.0], [0.0, 0.0, 0.0], [0.0, 0.0, 0.0], [0.0, 0.0, 0.0], [0.0, 0.0, 0.0], [0.0, 0.0, 0.0], [0.0, 0.0, 0.0], [0.0, 0.0, 0.0], [0.0, 0.0, 0.0], [0.0, 0.0, 0.0], [0.0, 0.0, 0.0], [0.0, 0.0, 0.0]],
  "mulliken_charge": [-0.105, -0.409, -0.045, -0.463, 0.433, -0.717, -0.480, -1.007, 0.631, 0.615, -0.258, -0.451, -0.150, 0.414, 0.611, 0.520, 0.591, -1.457, -0.049, 0.082, 0.457, 0.423, 0.312, 0.392, 0.140, 0.128, -0.493, 0.193, -1.073, -0.984, 0.358, 0.473, -0.869, -1.076, -1.074, 0.288, -0.989, -0.964, -0.921, 0.580, 0.404, 0.015, 0.503, 0.266, 0.354, 0.444, 0.353, 0.380, 0.149, 0.510, 0.276, 0.325, 0.351, 0.514, 0.314, 0.560, 0.304, 0.341, 0.339, 0.462, 0.352, 0.431, 0.356, 0.310, 0.291, 0.489]
}

***

2.
{
  "formula": "C9H9NO4",
  "method": "ωB97M-V/def2-TZVPD",
  "gap_ev": 8.057,
  "e_homo_ev": -8.466,
  "smiles": "C/C(=C1\\C=CC=C[C@@H]1OC=O)[N+](=O)[O-]",
  "e_lumo_ev": -0.409,
  "total_energy_ha": -703.87610,
  "relative_energy_ev": 5.5180,
  "symbols": ["C", "C", "C", "C", "C", "C", "C", "C", "C", "N", "O", "O", "O", "O", "H", "H", "H", "H", "H", "H", "H", "H", "H"],
  "coordinates": [[-2.6652, 0.1836, -0.7119], [-1.8462, -0.7256, -1.1435], [-2.1669, 1.2970, -0.0489], [-0.3708, -0.4525, -1.2624], [-0.8902, 1.4807, 0.3091], [0.1108, 0.5253, -0.2596], [0.1253, -2.2507, 0.1882], [1.9299, 1.2544, 1.4679], [1.3367, 0.4825, 0.3102], [2.3346, -0.4513, -0.2170], [0.2252, -1.7314, -1.0333], [2.7167, -1.2816, 0.6340], [2.7080, -0.3316, -1.3602], [-0.3916, -1.6725, 1.0852], [-3.7241, 0.2044, -0.5891], [-1.9755, -1.7506, -1.5289], [-3.0010, 2.0187, 0.1980], [-0.2807, -0.1839, -2.3124], [-0.6928, 2.3313, 0.9854], [0.4992, -3.3711, 0.2454], [1.3482, 2.1880, 1.4105], [2.9792, 1.4204, 1.2603], [1.6913, 0.8165, 2.3731]],
  "forces_ev_per_angstrom": [[-1.5, -0.7, 0.0], [0.9, -1.9, -1.3], [-0.2, 3.5, 1.3], [-1.3, -0.6, 1.0], [-0.3, 0.0, -0.5], [1.2, 1.9, 2.1], [0.0, -2.1, 0.0], [-1.5, 1.4, -2.9], [-0.1, 0.2, -0.7], [-0.1, -0.9, 1.3], [1.3, -0.8, -1.4], [0.1, 0.9, -1.7], [0.2, -0.4, 0.3], [-0.5, -0.1, 1.2], [-0.7, -1.2, -0.6], [-1.0, 0.7, 0.1], [1.5, -0.5, 0.2], [1.0, 0.0, -0.1], [0.5, -0.7, -0.6], [-0.4, 2.3, -0.4], [0.7, 0.1, 0.4], [0.1, 0.1, 0.4], [0.0, -1.1, 1.9]],
  "mulliken_charge": [-0.587, -0.602, -0.214, 0.326, -1.276, 0.952, 0.113, -1.315, 0.578, 1.013, -0.399, -0.580, -0.598, -0.412, 0.373, 0.367, 0.292, 0.434, 0.179, 0.299, 0.367, 0.393, 0.295]
}

***

3.
{
  "formula": "C4H21N2O5S",
  "method": "ωB97M-V/def2-TZVPD",
  "gap_ev": 6.345,
  "total_charge": -1,
  "e_homo_ev": -3.468,
  "e_lumo_ev": 2.877,
  "total_energy_ha": -1048.82121,
  "relative_energy_ev": 3.1209,
  "symbols": ["C", "N", "C", "C", "S", "C", "N", "H", "H", "H", "H", "H", "H", "H", "H", "H", "H", "H", "H", "H", "O", "H", "H", "O", "H", "H", "O", "H", "H", "O", "H", "H", "O"],
  "coordinates": [[1.2011, 0.1488, -2.0080], [0.7124, 1.5115, -1.5431], [-0.6677, 1.2892, -0.9926], [-1.3679, 2.7251, -0.5045], [-2.3076, 2.4285, 0.9622], [2.4690, -0.2055, -1.1342], [2.9877, -1.5595, -0.9653], [1.5628, 0.2034, -3.0897], [0.4890, -0.6635, -2.1624], [0.7093, 2.1899, -2.2237], [-1.3232, 0.4445, -1.4382], [-0.2599, 0.8854, -0.0011], [-0.3916, 3.3136, -0.3078], [-1.8713, 3.1716, -1.3686], [3.3783, 0.3839, -1.4660], [2.2697, 0.4025, -0.2829], [2.3665, -2.3253, -1.4591], [3.0282, -1.9607, -0.0449], [1.6345, 1.0551, 0.4586], [0.4940, 1.5533, 1.4224], [1.2889, 1.0326, 1.4321], [-3.7225, 0.2643, -0.0600], [-2.5820, -0.6524, -0.1930], [-3.5802, -0.7207, -0.3104], [0.8141, -3.0095, -0.2908], [0.2709, -4.1543, 0.4032], [0.6464, -3.8790, -0.4194], [-1.4802, -1.1356, 1.5627], [-0.7666, -2.4078, 2.2503], [-1.5420, -1.9917, 1.8610], [1.6497, -1.1056, 1.2589], [2.8436, -1.0800, 2.2501], [2.1993, -1.6460, 1.7845]],
  "forces_ev_per_angstrom": [[2.6, 1.1, -2.1], [-1.0, -4.1, 0.6], [0.6, 0.7, 2.9], [3.1, -1.9, -1.2], [-0.6, -0.1, 0.5], [1.1, 1.0, -1.3], [-2.2, -2.8, -2.1], [-0.2, 0.4, 1.1], [-0.5, 0.2, 1.1], [0.1, 1.5, -2.3], [0.9, 1.8, 0.0], [-2.0, -0.1, -1.2], [-1.5, -0.4, -0.2], [-0.2, 0.0, 0.2], [-1.1, -0.3, -0.5], [0.6, -1.3, 0.6], [1.6, 2.3, 0.8], [0.0, 0.7, 0.7], [-1.7, 1.0, 3.0], [-0.9, 0.7, 0.2], [1.8, -0.5, -1.7], [-0.1, -1.8, -0.4], [-1.8, -0.6, -0.3], [1.8, 2.6, 0.7], [0.8, 4.4, 0.5], [-0.5, -0.4, 0.7], [-0.5, -4.0, -1.2], [1.0, 3.2, -0.6], [0.2, 1.1, -0.2], [-1.0, -4.2, 1.0], [-0.9, 1.6, -0.5], [-0.9, -0.1, -0.5], [1.6, -1.6, 1.5]],
  "mulliken_charge": [-0.471, -0.402, 0.055, -0.739, -0.559, -0.252, -0.690, 0.274, 0.326, 0.241, 0.330, -0.318, 0.202, 0.312, 0.299, -0.025, 0.266, 0.445, 0.473, 0.246, -0.756, 0.359, 0.196, -0.679, 0.279, 0.307, -0.607, 0.327, 0.280, -0.629, 0.238, 0.339, -0.668]
}

***

4.
{
  "formula": "C3H7ClN2",
  "method": "ωB97M-V/def2-TZVPD",
  "gap_ev": 9.275,
  "e_homo_ev": -9.284,
  "e_lumo_ev": -0.010,
  "total_energy_ha": -687.94438,
  "relative_energy_ev": 7.4130,
  "symbols": ["C", "C", "C", "H", "H", "H", "H", "H", "H", "H", "N", "N", "Cl"],
  "coordinates": [[0.9386, -0.4113, -0.2561], [0.5467, 0.8083, 0.4311], [-0.2268, -0.3840, 0.6027], [3.2894, -0.2934, 0.1919], [1.7314, -2.1481, 0.7335], [0.4719, -0.6149, -1.2217], [1.2216, 0.7805, 1.4305], [-0.0684, 2.7753, 0.3001], [-0.1503, 1.6282, -0.9243], [-0.1930, -0.7727, 1.6922], [2.1942, -1.1109, -0.3785], [0.4241, 2.0049, -0.2583], [-1.8930, -0.4524, -0.1418]],
  "forces_ev_per_angstrom": [[0.6, -0.8, -3.1], [4.7, 0.5, 4.0], [-3.2, -1.9, 3.9], [-4.1, -2.9, -1.5], [2.4, 2.8, -3.0], [0.1, 0.9, -0.6], [-1.3, 0.8, -2.2], [0.7, -1.7, -1.2], [-2.3, 0.5, -3.2], [-0.5, 0.2, -2.0], [1.8, -1.1, 5.9], [0.1, 2.7, 2.5], [1.1, -0.3, 0.4]],
  "mulliken_charge": [-0.321, -0.355, -0.084, 0.301, 0.296, 0.345, 0.250, 0.268, 0.330, 0.324, -0.605, -0.539, -0.210]
}